No. 1
Molecular formula: C55H55AsCsF5O3P2S5
Method: DFT, the ωB97M-V functional and the def2-TZVPD basis

```
! wB97M-V def2-TZVPD RIJCOSX def2/J DEFGRID3
* xyz -2 1
C 3.1756 -1.8534 3.6132
H -2.2124 1.7086 -2.7627
O 1.6160 2.2205 2.9544
H 7.1501 -1.2442 1.7308
C 3.5655 3.2648 -3.5150
C 2.8262 1.7579 -1.7823
H 0.7319 -3.5880 2.1591
H -0.7555 -3.8232 3.0376
H 0.8154 -4.0283 -3.4072
C 2.9097 1.0097 -4.0581
C -3.2871 3.1364 -1.5748
C 0.2903 -3.5248 3.1579
H 3.2874 -2.8353 3.1484
F -2.3307 3.8733 6.4105
C 3.0008 3.5161 0.1871
H 3.9153 4.2397 -3.8357
P 0.2644 -1.7026 3.5223
C 0.3495 -1.6952 5.3737
C -3.5427 -3.6510 -6.0723
C -1.6623 2.6727 4.4616
H -2.4757 5.5011 -0.0035
H 4.1163 5.7002 -2.1704
H -2.3593 -3.4871 -2.4025
H 0.4808 -4.4966 5.0987
As 2.3683 1.6758 0.1172
C 3.2850 3.0185 -2.1744
H -0.5671 -2.1723 5.7355
C 1.1977 -2.8519 -1.0293
C 3.8201 5.3140 -1.2019
S -3.7019 -1.6723 -0.9161
C 3.3820 2.2573 -4.4502
H -2.1226 -5.2485 -6.3073
H 2.3161 -7.2744 0.0014
C 4.1441 -0.5792 0.3153
H 2.0215 -4.2283 4.2925
H 2.7449 0.2351 -4.7970
S -0.4883 3.1452 -2.1186
C 0.9302 3.4625 4.8459
C 3.4763 5.6587 1.1587
C -7.2549 -1.6353 -3.3259
H -5.5248 -3.9125 -1.5320
O 0.8264 -2.0869 -1.9458
H 3.5014 6.3096 2.0242
H 1.1374 5.2484 -0.5653
C 1.1470 -4.7603 -2.6814
F -1.0570 1.4983 2.5330
F -2.9396 2.2715 4.2864
H -7.0983 -0.6828 -3.8178
P -4.4917 -1.4837 -2.7264
C -0.0482 3.8705 5.7238
C -6.1757 -2.2386 -2.6941
H -2.4658 5.7307 1.7332
H 1.1248 -6.4333 -4.0256
C -6.3635 -3.4576 -2.0458
C 1.8152 -5.2318 -0.4248
C -4.0966 -2.7285 -5.2003
C 3.8607 6.1400 -0.0873
H -1.6060 5.2401 -1.9273
H -9.3427 -1.7574 -3.8053
C 5.2762 -1.2925 0.6799
C 3.3938 3.9949 -1.0723
H 4.0809 -1.2839 3.3926
H -3.3763 4.2171 -1.4476
C -3.1863 3.8127 1.1514
H -2.4220 3.2539 -3.5415
S -4.6034 0.2817 -3.6291
C 0.0608 5.4192 -0.5523
H -0.3634 0.3470 5.6199
C -0.5600 4.9398 -1.8644
H -9.6602 -3.9325 -2.6661
H -4.2186 4.1737 1.1138
C -2.6927 -3.5464 -3.4317
C 6.1172 0.6356 1.8356
H 4.8747 2.3832 1.7823
C -3.6812 -2.6765 -3.8703
H 1.9849 -1.1358 1.9752
H 1.1827 -2.3099 5.7247
C 3.0403 4.3461 1.2995
C -7.6084 -4.0667 -2.0400
C -2.2570 5.0051 0.9426
C -1.3634 3.4757 5.5489
H 1.9762 -0.0624 3.3363
H -7.7420 -5.0146 -1.5321
C -2.5597 -4.5285 -5.6251
H 3.1293 -1.9910 4.6974
C 0.6926 2.6178 3.7227
H 3.5921 2.4503 -5.4957
H 5.3686 -2.3315 0.3868
H 1.3846 0.2040 5.6109
H -3.8717 -3.6828 -7.1046
H 1.8741 -8.0486 -2.3077
H -1.3597 -5.1413 -3.9523
C 4.0035 0.7567 0.6859
C 1.9528 -1.1230 3.0699
H 4.1895 7.1676 -0.1926
C -2.1963 2.7836 -2.5814
C 1.3914 -4.3210 -1.3856
Cs -0.5520 -0.3788 -0.0965
H 6.8773 1.1113 2.4446
C -8.5062 -2.2415 -3.3145
H -3.0393 3.3916 2.1455
H -0.0852 6.5007 -0.4701
H -4.8461 -2.0254 -5.5446
C 2.6214 0.7568 -2.7228
H 0.9449 -5.5091 3.7346
H -0.0385 5.4373 -2.6859
O 1.4183 -2.5200 0.1593
C 0.9762 -4.4878 4.1254
C -0.6849 2.2766 3.5730
C -8.6852 -3.4591 -2.6755
C 1.7410 -7.0043 -2.0497
C 6.2696 -0.6848 1.4371
C 4.9881 1.3553 1.4612
S -0.4852 4.6115 0.9686
H 2.0028 -4.8676 0.5775
C 0.4661 -0.2834 5.9442
F 2.2003 3.8782 5.0728
H 2.2130 -0.2075 -2.4339
H 3.3546 -1.0817 -0.2341
C 1.3200 -6.0965 -3.0137
H 2.7168 3.9544 2.2561
S -3.0211 2.3902 0.0541
F 0.2663 4.6657 6.7699
C 1.9890 -6.5692 -0.7539
H 0.4728 -0.2983 7.0370
C -2.1333 -4.4710 -4.3078
H -4.2297 2.7677 -1.9796
*
```

Output
HOMO energy: -2.8 eV
LUMO level: 3.49 eV
ΔE to the lowest compared entry with this formula, charge and spin: 30.09 kJ/mol
DFT total energy: -211804.613 eV
F_max: 0.67 eV Å⁻¹

=====

No. 2
Molecular formula: C25H29F15N5O5S3
Method: DFT, the ωB97M-V functional and the def2-TZVPD basis

```
! wB97M-V def2-TZVPD RIJCOSX def2/J DEFGRID3
* xyz 1 1
H -4.5091 -0.1396 -0.0306
O -1.4726 0.3905 0.7712
O -3.7478 1.5418 0.9462
C 2.0429 1.0628 -3.8518
H -4.5886 -0.1646 1.8043
H -6.4781 -2.6374 -1.8838
C 2.8637 2.0048 -2.8787
H -4.4803 1.8904 -0.9536
H 0.7433 -2.3855 2.0650
O 0.6254 -1.1716 -4.0048
H -4.5486 4.0263 1.3021
C -1.0138 2.3876 -1.9373
F 3.7199 3.4459 -4.6544
C 1.4950 -1.2431 -0.3891
C 1.7460 -1.4039 4.2647
C 4.1109 -1.2925 -0.1433
C -7.5521 -0.4752 -0.6729
H -5.7271 4.0793 -0.0982
F 2.8320 -3.1070 -1.1705
O 2.8566 -1.4374 -3.3843
F 1.9902 2.9769 -2.4521
C -0.4373 -0.1129 0.1143
H -9.0975 -1.3174 -3.2892
H -1.9355 2.8369 -1.5070
C 7.6947 -1.2653 5.7614
H -0.7838 2.9217 -2.8823
F 4.9557 -2.0422 0.6254
H -3.9152 4.1311 -0.4286
F 5.7230 2.0704 -5.0855
F 4.7172 -1.1522 -1.3213
H -9.3245 0.1974 -2.3897
H 1.3292 0.4716 3.1345
C 1.6398 -0.5724 2.9141
S 1.6811 -0.6467 -3.1702
F 5.1988 0.5741 -3.5936
H -1.0177 0.5099 -3.1885
F 0.9402 1.7261 -4.2487
C 5.3723 1.8983 -3.7796
N 5.6241 -1.9007 5.8754
H -2.4944 -1.1451 1.8781
H 1.9329 -2.4688 3.9768
C 4.0711 2.7667 -3.5334
F 3.9449 -0.1330 0.5332
C -1.1351 0.8370 -2.1245
N 0.6341 -0.9177 0.5703
C -2.5504 -0.5732 0.9171
H 8.6573 -0.8838 5.3820
O -6.7094 -0.7935 0.1503
C -8.5930 -0.4347 -2.8912
C 2.7486 -2.1326 -0.2280
H 5.5880 -2.3606 8.0518
H -5.7417 1.7734 0.4111
N -7.5543 -0.8532 -1.9683
H 6.3502 -1.2230 3.8775
H -0.1800 2.5848 -1.2199
H 0.8384 -1.3155 4.8977
C 6.1345 -2.0293 7.1523
C -0.1288 0.0222 -1.2696
C -3.9840 0.1273 0.9104
N 1.0644 -0.6445 -1.5679
C -6.4835 -1.7056 -2.4525
F 2.7088 -2.8280 0.9592
F 2.7668 0.8361 -4.9802
C 0.5699 -1.2804 2.0078
C 4.2561 -2.1918 5.5296
H -8.4063 0.1688 -0.4091
S 3.7075 -3.7348 5.5635
C -4.7444 2.1639 0.1048
F -2.4693 0.4940 -1.7990
H -6.6220 -1.9236 -3.5096
C -4.7180 3.7362 0.2358
F 3.2602 1.3390 -1.7518
C 6.5200 -1.4335 4.9416
N 7.4107 -1.6300 7.0614
S 3.2582 -0.7513 5.1106
H -5.5254 -1.2021 -2.3046
H 2.6340 -0.6688 2.4304
H -8.1405 0.1254 -3.7123
H -2.5779 -1.3421 0.1082
F 4.4267 3.7431 -2.6315
F 6.4315 2.3240 -3.0639
H -0.4288 -1.1176 2.4672
*
```

Output
HOMO energy: -10.6 eV
LUMO level: -4.61 eV
DFT total energy: -117338.834 eV
F_max: 6.34 eV Å⁻¹

=====

No. 3
Molecular formula: C4H4I2N2
Method: DFT, the ωB97M-V functional and the def2-TZVPD basis

```
! wB97M-V def2-TZVPD RIJCOSX def2/J DEFGRID3
* xyz 0 1
I -1.0800 3.5484 -0.1582
I -1.8184 0.3776 2.2865
H 0.9257 -1.8846 1.4044
N 0.8217 -0.0562 -1.0492
N 0.1970 -0.4624 0.0602
C -0.3964 1.6971 -0.4694
C 0.3477 -1.8205 0.4695
H 0.6648 -2.3317 -0.3289
H -0.5274 -2.3008 0.6547
C 0.4921 1.1935 -1.3289
H 0.9293 1.5760 -2.1811
C -0.5561 0.4638 0.6405
*
```

Output
HOMO energy: -8.1 eV
LUMO level: 0.19 eV
ΔE to the lowest compared entry with this formula, charge and spin: 58.40 kJ/mol
DFT total energy: -23391.821 eV
F_max: 6.29 eV Å⁻¹
SMILES: Cn1ncc(I)c1I

=====

No. 4
Molecular formula: C3H5NS
Method: DFT, the ωB97M-V functional and the def2-TZVPD basis

```
! wB97M-V def2-TZVPD RIJCOSX def2/J DEFGRID3
* xyz 0 1
N -0.2119 -0.8177 -0.0202
C -1.7277 -0.9334 -0.0162
C 1.7394 0.9021 0.0451
H -2.1511 -1.4651 -0.8717
H -1.7365 -1.5221 0.8969
H 2.5079 0.8133 -0.8389
C 0.7707 -0.1698 -0.0548
S -2.5285 0.6390 0.0027
H 2.0976 0.8153 1.0444
H 1.2401 1.7382 -0.1874
*
```

Output
HOMO energy: -6.9 eV
LUMO level: -0.21 eV
ΔE to the lowest compared entry with this formula, charge and spin: 277.40 kJ/mol
DFT total energy: -15513.997 eV
F_max: 5.11 eV Å⁻¹

=====

No. 5
Molecular formula: C6H8
Method: DFT, the ωB97M-V functional and the def2-TZVPD basis

```
! wB97M-V def2-TZVPD RIJCOSX def2/J DEFGRID3
* xyz 0 1
C -0.7346 -0.5611 -0.2125
H 0.0024 0.3636 -2.1413
C 0.3860 -1.2289 0.8066
H 0.8615 1.4539 0.6147
H -2.8142 0.0917 0.2655
H 2.5801 -0.6057 0.9092
H -1.5250 1.3638 0.5953
C -1.7561 0.3954 0.1788
H 0.0311 -2.0926 1.3873
H 1.8219 1.5690 -0.9082
C -0.0181 0.4073 -1.0518
C 1.5251 -0.5825 0.6398
H -1.1885 -1.3673 -0.7920
C 1.1055 0.9535 -0.3189
*
```

Output
HOMO energy (alpha / beta): -7.6 / -7.7 eV
LUMO level (alpha / beta): 0.52 / 0.51 eV
ΔE to the lowest compared entry with this formula, charge and spin: 431.09 kJ/mol
DFT total energy: -6346.316 eV
F_max: 2.28 eV Å⁻¹

=====

No. 6
Molecular formula: C9H25GaNO4
Method: DFT, the ωB97M-V functional and the def2-TZVPD basis

```
! wB97M-V def2-TZVPD RIJCOSX def2/J DEFGRID3
* xyz -1 1
H 0.5123 -2.9049 -1.8726
H 2.0984 1.8330 2.6322
C -0.1300 -2.7867 -3.8751
H 0.8625 -2.9200 -4.3245
C -0.3632 0.8539 -1.5587
C -0.7074 -2.2141 -6.0830
H 1.4576 -0.0188 4.9814
H -1.3247 -1.5104 -6.6388
H -0.7935 1.0057 4.3160
C -2.0140 0.4502 0.0620
N -0.7458 0.6798 3.3548
H -0.5839 -3.7813 -3.7516
H -1.2405 0.1702 0.7811
H -2.2600 1.5041 0.2301
H 0.3140 0.7916 -0.6983
O -1.5906 0.2153 -1.2667
H -2.9042 -0.1546 0.2298
O -0.9388 -1.9871 -4.7169
H 1.9262 4.3113 5.0350
Ga 0.9489 3.0818 4.6440
H 0.2088 2.4486 5.9558
C 0.0273 -2.1601 -2.5091
O 0.8880 -1.0381 -2.5037
H 0.3451 -2.0504 -6.3431
C 2.0325 1.6185 3.7089
H -0.6400 3.0257 2.9295
C 0.3518 -0.2666 3.1633
H 0.1027 -1.2959 3.4612
H 0.5805 -0.2987 2.0883
O -0.3763 3.7675 3.4877
H -0.9812 -3.2344 -6.3820
H -1.6385 0.2567 3.1331
H -0.5312 1.9193 -1.7738
H 2.3986 -0.5465 3.5954
H -0.9488 -1.9182 -2.0836
H 3.0503 1.7371 4.1022
C 1.6160 0.1608 3.9090
H -0.4207 0.1603 -3.5919
C 0.2920 0.2239 -2.7653
H 1.1198 0.8715 -3.0620
*
```

Output
HOMO energy: -4.2 eV
LUMO level: 2.43 eV
DFT total energy: -71793.689 eV
F_max: 0.28 eV Å⁻¹

=====

- Among the records above, which one has the lowest DFT total energy?
  C55H55AsCsF5O3P2S5

=====

- What is the DFT total energy in the sixth record?
  -71793.689 eV

=====

Copy entry 5 word for word.
Molecular formula: C6H8
Method: DFT, the ωB97M-V functional and the def2-TZVPD basis

```
! wB97M-V def2-TZVPD RIJCOSX def2/J DEFGRID3
* xyz 0 1
C -0.7346 -0.5611 -0.2125
H 0.0024 0.3636 -2.1413
C 0.3860 -1.2289 0.8066
H 0.8615 1.4539 0.6147
H -2.8142 0.0917 0.2655
H 2.5801 -0.6057 0.9092
H -1.5250 1.3638 0.5953
C -1.7561 0.3954 0.1788
H 0.0311 -2.0926 1.3873
H 1.8219 1.5690 -0.9082
C -0.0181 0.4073 -1.0518
C 1.5251 -0.5825 0.6398
H -1.1885 -1.3673 -0.7920
C 1.1055 0.9535 -0.3189
*
```

Output
HOMO energy (alpha / beta): -7.6 / -7.7 eV
LUMO level (alpha / beta): 0.52 / 0.51 eV
ΔE to the lowest compared entry with this formula, charge and spin: 431.09 kJ/mol
DFT total energy: -6346.316 eV
F_max: 2.28 eV Å⁻¹